<w>
The molecule C3H8O3S. Source: the OMol25 dataset; level of theory: wB97M-V/def2-TZVPD.

Last column: Löwdin charge in e.
Atoms and positions in Å:
C  -0.03681  -0.70088  0.06112  -0.227
C  -0.93701  -0.35187  1.17671  -0.513
C  0.50452  0.62247  -0.63748  -0.649
O  1.18876  0.42825  -1.85747  0.022
O  -0.57970  1.48811  -0.91286  0.040
O  1.35043  1.34464  0.25568  0.023
S  -1.84205  -1.92790  1.69146  0.691
H  -0.52122  -1.35280  -0.75042  0.141
H  0.73124  -1.41323  0.45050  0.124
H  -1.67335  0.22045  0.55834  0.081
H  -0.57516  0.19721  2.04804  0.087
H  1.95532  -0.22357  -1.70136  0.155
H  -0.04306  2.29150  -0.99959  0.106
H  1.64383  2.10322  -0.29894  0.115
H  -1.16574  -2.72561  0.91628  -0.195

Results
Orbital gap: 0.3490 hartree
Highest occupied orbital energy: -9.094 eV
Structure (SMILES): OC(O)(O)CCS

<x>
A 2-piece molecular cluster, C3H8O3S overall. Source: the OMol25 dataset; level of theory: wB97M-V/def2-TZVPD.

Last column: Löwdin charge in e.
Atoms and positions in Å:
O  2.92985  0.06536  -0.35736  0.159
C  1.78936  0.18242  -0.09610  -0.466
O  1.24465  0.36366  1.21155  0.015
C  0.58781  0.05923  -1.03595  -0.178
C  -0.42653  -1.01329  -0.63326  -0.511
S  -2.12718  -0.45281  -1.11815  0.691
H  1.97376  0.04940  1.77404  0.130
H  0.16168  1.07236  -1.04208  0.115
H  1.01222  -0.13050  -2.01462  0.117
H  -0.50510  -1.14785  0.43833  0.055
H  -0.21831  -1.99233  -1.07497  0.077
H  -2.48727  0.08821  0.05842  -0.159
H  -0.34640  0.82126  1.95709  -0.015
H  -1.28289  1.77868  2.66174  0.028
O  -1.24661  0.90622  2.29160  -0.058

Results
Orbital gap: 0.3532 hartree
Highest occupied orbital energy: -9.135 eV
Structure (SMILES): O=C(O)CCS.O

It is <w> that is the least stable of them.

<w>
The molecule C4H11NS. Source: the OMol25 dataset; level of theory: wB97M-V/def2-TZVPD.

Last column: Löwdin charge in e.
Atoms and positions in Å:
C  1.40032  0.08388  1.86598  -0.114
N  0.14397  -0.32711  1.21907  -0.106
C  0.08116  -0.05169  -0.21493  -0.470
C  -0.96211  -1.04731  -0.78585  -0.508
S  -0.06244  -2.20340  -1.91122  0.676
C  -0.51546  1.38420  -0.55779  -0.065
H  1.75835  1.03124  1.39827  0.079
H  1.31013  0.29519  2.91325  0.068
H  2.14069  -0.67049  1.62254  0.075
H  -0.60957  0.22916  1.61046  0.095
H  1.01532  -0.09136  -0.76060  0.101
H  -1.50368  -1.60663  -0.01880  0.067
H  -1.76310  -0.59765  -1.37294  0.058
H  -0.58720  -1.83852  -3.10251  -0.158
H  0.39233  1.98856  -0.65475  0.063
H  -1.06759  1.63470  -1.46705  0.069
H  -1.17113  1.78723  0.21687  0.070

Results
Orbital gap: 0.3537 hartree
Highest occupied orbital energy: -8.638 eV
Structure (SMILES): CN[C@H](C)CS

<x>
The molecule C4H11NS. Source: the OMol25 dataset; level of theory: wB97M-V/def2-TZVPD.

Last column: Löwdin charge in e.
Atoms and positions in Å:
C  0.37288  0.40717  -0.82997  -0.297
C  1.30616  1.04930  0.17149  -0.534
S  0.81086  2.81535  0.32724  0.698
C  -1.06193  0.23556  -0.30732  -0.274
N  -1.46640  -1.09886  0.00242  -0.144
C  -0.54292  -2.00362  0.67821  -0.122
H  0.41719  0.97409  -1.76708  0.098
H  0.68734  -0.56985  -1.17115  0.095
H  2.35201  1.03611  -0.11574  0.070
H  1.11883  0.59486  1.14061  0.053
H  2.01718  3.33155  0.48780  -0.174
H  -1.25094  0.88650  0.55639  0.099
H  -1.77028  0.61363  -1.04301  0.115
H  -2.00701  -1.56445  -0.70828  0.100
H  -0.02470  -1.42366  1.44253  0.077
H  0.14600  -2.48139  -0.02087  0.068
H  -1.10429  -2.80230  1.15674  0.072

Results
Orbital gap: 0.3445 hartree
Highest occupied orbital energy: -8.432 eV
Structure (SMILES): CNCCCS

<y>
A 2-piece molecular cluster, C4H11NS overall. Source: the OMol25 dataset; level of theory: wB97M-V/def2-TZVPD.

Last column: Löwdin charge in e.
Atoms and positions in Å:
C  -2.09437  -0.14869  0.96129  -0.117
C  -0.84977  1.32259  2.19499  -0.197
C  0.26474  0.20665  0.42309  -0.262
C  0.21000  -0.38776  -1.05843  -0.694
H  -2.96150  0.33518  1.39930  0.084
H  -2.21965  -0.55509  0.03170  0.038
H  -1.76281  -0.96946  1.71644  0.117
H  -0.05826  2.07102  2.14292  0.073
H  -0.60106  0.52684  2.98400  0.103
H  -1.87325  1.89169  2.49658  0.136
H  0.39452  -0.80328  0.95625  0.113
H  1.06497  1.11813  0.46477  0.157
H  -0.47343  -1.29110  -0.90155  0.063
H  -0.38563  0.42051  -1.64116  0.097
H  2.96838  -1.15472  -0.22083  0.123
N  -1.03261  0.80944  0.93759  -0.341
S  1.74703  -0.82579  -1.94482  0.506

Results
Orbital gap: 0.2751 hartree
Highest occupied orbital energy: -8.829 eV

<z>
The molecule C4H11NS. Source: the OMol25 dataset; level of theory: wB97M-V/def2-TZVPD.

Last column: Löwdin charge in e.
Atoms and positions in Å:
C  1.28304  -0.58125  0.41482  -0.305
N  -0.05230  -0.00153  0.52176  -0.096
C  -0.69710  0.23514  -0.72652  -0.353
C  -1.39288  1.60057  -0.76649  -0.518
S  -2.53708  1.69636  -2.21347  0.666
C  1.79592  -1.17336  1.72824  -0.085
H  1.26001  -1.41632  -0.31695  0.106
H  1.93818  0.12363  -0.09712  0.111
H  -0.60055  -0.58153  1.13422  0.102
H  -1.38947  -0.58517  -0.97073  0.101
H  0.02258  0.18504  -1.55195  0.115
H  -1.93398  1.69711  0.15926  0.062
H  -0.66695  2.34630  -1.05741  0.055
H  -2.76424  0.38174  -2.31504  -0.168
H  2.16920  -0.38781  2.37457  0.067
H  0.97013  -1.67870  2.22545  0.069
H  2.59550  -1.86022  1.45736  0.071

Results
Orbital gap: 0.3649 hartree
Highest occupied orbital energy: -8.893 eV
Structure (SMILES): CCNCCS

It is <y> that is the least stable of them.

<w>
A 2-piece molecular cluster, C5H10OS2 overall. Source: the OMol25 dataset; level of theory: wB97M-V/def2-TZVPD.

Last column: Löwdin charge in e.
Atoms and positions in Å:
C  1.02541  2.36637  -0.51070  -0.088
C  1.00095  2.19638  0.78790  -0.129
C  -0.17592  0.03757  0.94709  -0.675
C  -2.07687  -0.38337  -1.14642  -0.318
C  0.39804  -2.41059  0.71577  -0.245
O  2.15837  -0.56803  -0.04465  -0.519
S  -1.76871  0.31305  0.60890  0.824
S  0.79024  -0.84569  -0.30164  0.713
H  0.21168  2.54029  -1.02874  -0.002
H  1.91109  2.28229  -1.13172  0.073
H  1.99667  1.89549  1.17663  0.092
H  0.03634  2.35009  1.24853  0.040
H  -3.07833  -0.03772  -1.42390  0.037
H  -2.24200  -1.38672  -1.08217  -0.015
H  -1.14089  -0.12165  -1.67867  0.012
H  1.29424  -2.54900  1.40904  0.069
H  0.23258  -3.33699  0.05771  0.058
H  -0.57289  -2.34176  1.39704  0.074

Results
Orbital gap: 0.2977 hartree
Highest occupied orbital energy: -8.331 eV
Structure (SMILES): CSC#S(C)=O.C=C

<x>
The molecule C5H10OS2. Source: the OMol25 dataset; level of theory: wB97M-V/def2-TZVPD.

Last column: Löwdin charge in e.
Atoms and positions in Å:
C  0.90651  2.00382  0.42269  -0.036
C  0.61945  0.49073  0.66772  -0.461
C  0.61716  -0.31085  -0.67080  -0.602
C  -0.71330  -0.06172  -1.34038  -0.489
C  -0.94474  -2.37618  0.03619  -0.743
H  0.14738  2.41713  -0.19988  0.058
H  0.85582  2.56079  1.35318  0.076
H  1.84475  2.22197  -0.11549  0.089
H  1.44285  0.16321  1.30919  0.128
H  -0.37377  0.54566  2.28254  0.082
H  1.42522  0.01288  -1.31960  0.105
H  -0.62253  0.15710  -2.40432  0.077
H  -1.17540  0.82725  -0.93662  0.054
H  -1.15622  -2.03219  1.04508  0.013
H  -1.15957  -3.44861  -0.05648  0.034
O  -0.55305  0.28685  1.40520  -0.028
S  -1.99635  -1.37299  -1.08036  0.794
S  0.83580  -2.08485  -0.39786  0.848

Results
Orbital gap: 0.3344 hartree
Highest occupied orbital energy: -8.432 eV
Structure (SMILES): C[C@@H](O)[C@@H]1CSCS1

It is <w> that is the least stable of them.

<w>
The molecule C3H8N4O. Source: the OMol25 dataset; level of theory: wB97M-V/def2-TZVPD.

Last column: Löwdin charge in e.
Atoms and positions in Å:
C  1.12164  -0.02311  -0.94960  -0.504
C  0.72465  1.22204  -0.14462  -0.138
C  -2.43924  0.51768  1.29139  -0.051
H  1.33815  -2.07871  -1.94014  0.062
H  1.46853  -3.05405  -0.58553  0.079
H  0.18583  -1.01292  0.39686  0.096
H  1.61421  1.70942  0.21096  0.127
H  0.30179  1.87592  -0.88028  0.111
H  -0.36863  1.79321  1.45288  0.107
H  -3.39022  0.02346  0.98053  0.076
H  -2.26696  1.02387  2.27855  0.083
N  0.89459  -2.35913  -1.07120  0.049
N  0.94462  -1.16598  -0.24867  -0.004
N  -0.25278  0.99527  0.86100  -0.111
N  -1.51288  0.51288  0.39472  -0.034
O  1.63671  0.02014  -2.04686  0.053

Results
Orbital gap: 0.3627 hartree
Highest occupied orbital energy: -9.000 eV
Structure (SMILES): C=NNCC(=O)NN

<x>
The molecule C3H8N4O. Source: the OMol25 dataset; level of theory: wB97M-V/def2-TZVPD.

Last column: Löwdin charge in e.
Atoms and positions in Å:
C  -1.14344  0.99883  1.11074  -0.152
N  -0.01307  0.89893  0.22287  0.019
C  0.07288  -0.41410  -0.47674  -0.639
N  1.94062  0.60114  -1.22613  0.023
N  -1.10078  -1.04817  -0.98548  0.109
C  0.74818  -1.27866  0.58451  -0.194
N  0.87120  0.03883  -1.60806  0.042
O  0.13415  -2.04474  1.29123  0.055
H  1.93952  0.92458  -0.23554  0.105
H  2.43418  1.14114  -1.93167  0.119
H  -1.75316  -0.37801  -1.37108  0.082
H  -1.54439  -1.61047  -0.27041  0.077
H  1.79202  -0.98723  0.81959  0.121
H  -2.10825  1.01762  0.58132  0.081
H  -1.20674  0.18855  1.85635  0.081
H  -1.06292  1.95176  1.63851  0.072

Results
Orbital gap (spin up / spin down): 0.2283 / 0.3535 hartree
Highest occupied orbital energy (spin up / spin down): -7.355 / -9.144 eV

<y>
The molecule C3H8N4O. Source: the OMol25 dataset; level of theory: wB97M-V/def2-TZVPD.

Last column: Löwdin charge in e.
Atoms and positions in Å:
C  -1.36538  1.29306  -0.26393  -0.054
C  -0.68338  -1.11307  -0.04788  -0.125
C  1.20923  -0.00718  0.81133  -0.318
H  -1.71903  1.41200  -1.33360  0.113
H  -0.26981  1.52322  -0.13085  0.088
H  -1.81655  2.01842  0.41747  0.084
H  -3.13385  -0.86085  0.76955  0.129
H  -1.15493  -1.93489  -0.54833  0.120
H  0.96600  0.40768  1.81205  0.124
H  3.88861  0.00030  -0.69726  0.069
H  2.65167  -1.18042  -0.78546  0.075
N  -1.58937  -0.05563  0.15475  -0.243
N  0.59784  -1.11278  0.23946  0.062
N  2.35480  0.36904  0.38471  -0.085
N  2.92233  -0.21303  -0.65644  -0.004
O  -2.85819  -0.54588  -0.12558  -0.033

Results
Orbital gap: 0.3167 hartree
Highest occupied orbital energy: -7.877 eV
Structure (SMILES): CN(O)/C=N\C=N/N

<z>
The molecule C3H8N4O. Source: the OMol25 dataset; level of theory: wB97M-V/def2-TZVPD.

Last column: Löwdin charge in e.
Atoms and positions in Å:
C  1.28262  1.06862  -0.42455  -0.476
C  -0.06275  0.32662  -0.56604  -0.170
C  -1.49128  -2.29498  1.20887  -0.357
H  2.62332  2.10936  -1.61599  0.087
H  1.11682  1.81232  -2.40280  0.103
H  1.70826  0.38541  1.27554  0.025
H  0.02155  -0.52700  -1.29050  0.137
H  -0.76957  1.04404  -1.07251  0.121
H  -0.75077  0.63927  1.30532  0.138
H  -2.49875  -0.69335  0.38424  0.161
H  -0.46682  -2.50505  1.61294  0.140
N  1.62887  1.93406  -1.49233  0.071
N  2.10225  0.98656  0.56157  0.107
N  -0.48884  -0.16406  0.72418  -0.087
N  -1.56669  -1.03872  0.65320  -0.029
O  -2.38822  -3.08309  1.13884  0.030

Results
Orbital gap: 0.3751 hartree
Highest occupied orbital energy: -9.550 eV
Structure (SMILES): [H]/N=C(/N)CNNC=O

It is <x> that is the least stable of them.